Computed, not measured: the molecule C20H23NO7, with wB97M-V/def2-TZVPD.

Last column: Mulliken charge in e.
Atoms and positions in Å:
C -3.620328 -3.778814 -0.780906  -0.912
O -4.176702 -2.489555 -0.740556  -0.450
C -3.337555 -1.429636 -0.570922  1.130
C -1.968193 -1.510925 -0.398624  -0.821
C -1.198405 -0.366489 -0.226776  -0.493
C -1.794577 0.878919 -0.231063  -0.943
C -1.013055 2.156914 0.004081  -0.809
C -1.292905 2.671535 1.436639  -0.861
C -0.988459 1.574960 2.424844  0.583
O 0.085074 1.057032 2.583234  -0.594
O -2.071484 1.211655 3.117352  -0.468
N 0.402351 1.978928 -0.178672  0.004
C 1.091178 2.516942 -1.195190  0.170
O 0.643043 3.312317 -1.993507  -0.689
C 2.549229 2.045242 -1.241580  -0.522
O 2.621371 0.792533 -0.607986  -0.057
C 3.826209 0.167360 -0.476198  0.486
C 5.039860 0.647785 -0.928764  -0.686
C 6.200527 -0.088120 -0.723235  -0.709
C 6.145537 -1.298718 -0.068605  -0.743
C 4.930728 -1.794369 0.389297  -0.548
C 3.766264 -1.074898 0.192568  0.751
O 2.517657 -1.454525 0.589855  -0.118
C 2.382869 -2.652135 1.310946  -0.999
C -3.174337 0.972238 -0.412642  -0.145
C -3.953013 -0.157070 -0.580222  0.852
O -5.302199 -0.159443 -0.760567  -0.452
C -5.973383 1.074719 -0.793419  -0.906
H -4.458214 -4.454832 -0.944151  0.234
H -2.904876 -3.884703 -1.603276  0.358
H -3.127619 -4.036843 0.163011  0.350
H -1.474274 -2.469356 -0.396834  0.406
H -0.132810 -0.474379 -0.100428  0.553
H -1.324719 2.922399 -0.716746  0.555
H -0.647073 3.527129 1.638924  0.485
H -2.336329 2.962375 1.540407  0.450
H -1.864358 0.485203 3.726727  0.374
H 0.873322 1.337118 0.445968  0.354
H 2.861716 1.991289 -2.291944  0.434
H 3.173856 2.791571 -0.728923  0.437
H 5.094215 1.593951 -1.443550  0.392
H 7.142674 0.297561 -1.080967  0.377
H 7.044976 -1.872814 0.093142  0.378
H 4.908413 -2.744973 0.898034  0.402
H 2.680033 -3.520008 0.711963  0.406
H 1.324641 -2.728070 1.556798  0.196
H 2.966810 -2.633199 2.236831  0.397
H -3.627737 1.950663 -0.428448  0.477
H -5.618964 1.705798 -1.615215  0.349
H -5.868028 1.616772 0.152620  0.352
H -7.022934 0.832965 -0.953317  0.233

Cartesian forces (eV/Å) of the 3 atoms listed first:
0.1 -0.2 0.0
0.0 0.4 0.0
-0.1 0.0 0.0

Output
energy above the lowest of the compared OMol25 structures with the same formula, charge and spin = 0.8726 eV
SMILES = COc1ccc([C@@H](CC(=O)O)NC(=O)COc2ccccc2OC)cc1OC
Kohn-Sham gap = 0.31698 Eh
E_tot = -36935.454 eV

Computed, not measured: a structure of composition C20H24AgBrI2N5O3P2, with wB97M-V/def2-TZVPD.

Last column: Mulliken charge in e.
Atoms and positions in Å:
C 4.698460 -2.260715 -0.393897  -1.248
C 4.064224 -1.042023 -1.149666  -0.102
I 5.767636 0.224500 -1.639220  0.120
C 3.043484 -0.352704 -0.149342  -2.085
I 3.649108 1.626529 0.553782  0.219
C 1.597088 -0.326180 -0.673721  1.022
C 1.206632 0.347885 -1.925530  0.862
P 2.428232 1.219886 -3.025579  0.514
N 3.072335 0.168465 -4.009512  -0.671
C -0.105037 0.337561 -2.333961  -0.095
Br -0.623663 1.178763 -3.987214  -0.110
C -1.156970 -0.296560 -1.576598  0.884
N -2.426630 -0.210056 -2.064588  -0.520
C -3.275456 -0.826889 -1.271156  0.529
C -4.754319 -0.766921 -1.684850  -0.813
O -5.039691 -1.682317 -2.734264  -0.196
N -6.153167 -1.112935 -3.449743  0.076
O -6.967306 -1.930520 -3.572561  -0.251
C -2.930336 -1.540309 -0.068709  -0.323
P -4.201878 -2.413673 0.971065  0.388
O -5.243227 -3.106074 0.185954  -0.582
N -1.688784 -1.606445 0.374223  -0.345
C -0.774852 -0.946868 -0.395390  -0.520
C 0.595402 -0.941244 0.048147  0.051
C 0.909952 -1.636432 1.383867  -1.601
C 1.028954 -0.489836 2.434819  -0.021
C -0.354203 0.107229 2.840051  0.068
C -0.305155 1.633076 3.216385  -0.439
N -0.245971 2.481509 2.048870  0.565
C -1.074383 2.468950 0.951209  -0.787
C -0.625547 3.430781 0.079250  -0.331
C 0.521185 4.097982 0.669070  -0.813
C 0.694396 3.457401 1.868080  -0.223
H 3.931568 -2.772602 0.221877  0.307
H 5.154530 -2.981429 -1.083699  0.399
H 5.446491 -1.879954 0.321960  0.406
H 3.598750 -1.452297 -2.049246  0.417
H 3.063718 -0.958770 0.759376  0.191
H 3.439750 1.851332 -2.266617  -0.011
H 1.790106 2.239847 -3.766305  0.126
H 2.698095 -0.760627 -3.846052  0.274
H -5.445296 -0.832628 -0.830457  0.512
H -4.886587 0.252804 -2.105544  0.448
H -3.437845 -3.394586 1.663280  0.096
H -4.691472 -1.521572 1.963514  0.118
H 0.156668 -2.381225 1.663147  0.571
H 1.880198 -2.151894 1.325036  0.299
H 1.657132 0.323749 2.029289  0.433
H 1.510020 -0.906193 3.377679  0.646
H -0.772645 -0.402963 3.730280  0.278
H -1.117934 0.020361 2.057302  -0.375
H 0.524681 1.886820 3.938633  -0.028
H -1.251842 1.861160 3.740190  0.410
H -1.926754 1.802685 0.832866  0.525
H -1.023111 3.684894 -0.901325  0.487
H 1.127576 4.914003 0.290542  0.451
H 1.422090 3.577534 2.672438  0.290
Ag 1.821599 0.689737 4.742564  0.508

Cartesian forces (eV/Å) of the 3 atoms listed first:
-0.3 0.5 0.4
0.9 -0.6 1.4
-0.1 -0.8 -0.8

Output
charge = +1
Kohn-Sham gap = 0.15868 Eh
E_tot = -143528.825 eV

Q: Which value of E_tot does entry 1 give?
A: -36935.454 eV